Record 1
Density functional theory data (ωB97M-V/def2-TZVPD) for C21H60BrNO10PS as an isolated structure in a non-equilibrium geometry.

```
! wB97M-V def2-TZVPD RIJCOSX def2/J DEFGRID3
* xyz 1 1
C 0.77971 -0.96071 -3.70694
C 0.94812 -1.55632 -2.26996
C 2.43512 -1.44623 -1.87463
C 2.64545 -1.42007 -0.35370
C 4.05926 -0.88335 0.05673
C 3.94311 -0.36128 1.51102
C 4.88666 0.81423 1.88113
C 5.08778 1.92866 0.81146
P 3.58337 2.65607 0.05037
Br 3.61430 2.35644 -2.15211
C 3.67156 4.48496 0.34359
C 4.29252 5.27001 -0.82632
C 5.77014 4.89512 -1.15055
O 4.27578 6.64061 -0.42036
N 2.10746 2.16030 0.73032
C 1.16873 2.38184 -0.02606
S -0.15704 2.97930 -0.55761
H -0.00945 -1.50193 -4.24529
H 1.70250 -1.04971 -4.29710
H 0.52338 0.10575 -3.63529
H 0.28318 -0.98632 -1.60690
H 0.59195 -2.59145 -2.30637
H 2.93575 -2.32687 -2.30760
H 2.85146 -0.54724 -2.35582
H 2.55439 -2.43184 0.06479
H 1.86771 -0.77617 0.09214
H 4.31106 -0.12174 -0.69696
H 4.73678 -1.75431 -0.02107
H 4.23860 -1.19916 2.16244
H 2.91161 -0.13640 1.80983
H 4.45133 1.30929 2.76660
H 5.84826 0.41607 2.22993
H 5.72351 1.50240 0.01970
H 5.66845 2.74761 1.25907
H 4.23249 4.70537 1.26250
H 2.63272 4.82557 0.46639
H 3.69085 5.20592 -1.74484
H 6.47460 5.60185 -0.70100
H 6.02033 3.87662 -0.82363
H 5.89873 4.92705 -2.24136
H 4.60222 7.17388 -1.15943
C -2.96802 -0.64149 -0.05868
O -2.14021 -0.50843 -1.21960
H -2.95106 -1.67559 0.26659
H -2.58568 -0.00485 0.74410
H -3.99304 -0.35741 -0.30150
H -2.17101 0.41371 -1.49265
C -5.71826 -3.06438 1.81760
O -4.70094 -2.08009 1.92378
H -5.74397 -3.42584 0.79160
H -5.50876 -3.90088 2.48949
H -6.68557 -2.62201 2.07077
H -4.69648 -1.77250 2.83781
C -7.64061 -0.75492 4.46625
O -6.28929 -0.78749 3.99291
H -8.26121 -1.33574 3.78796
H -7.69807 -1.18841 5.46641
H -7.99842 0.27536 4.48908
H -5.75594 -0.26917 4.60677
C 6.10064 -4.50561 0.05359
O 5.61415 -3.76636 -1.06505
H 5.37653 -4.42109 0.86119
H 6.22003 -5.55772 -0.21205
H 7.05977 -4.10084 0.38665
H 6.26450 -3.85242 -1.76971
C -1.41721 -4.68185 -2.54299
O -0.01826 -4.83962 -2.77260
H -1.55635 -4.28214 -1.54120
H -1.84416 -3.98552 -3.26892
H -1.92342 -5.64701 -2.61805
H 0.08920 -5.19345 -3.66141
C -6.52110 3.26796 2.88681
O -7.32012 2.09304 2.94025
H -7.16210 4.10714 2.62836
H -6.05835 3.45686 3.85988
H -5.74379 3.16221 2.12430
H -6.73734 1.35835 3.16930
C -8.86583 -1.18180 0.24645
O -7.59273 -0.63022 -0.06597
H -9.40905 -1.33762 -0.68256
H -8.74804 -2.14177 0.75824
H -9.43074 -0.49386 0.88144
H -7.12545 -0.49865 0.76683
C -1.41381 -0.51833 3.42649
O -2.70974 -0.04113 3.77599
H -1.38857 -1.59560 3.56756
H -1.20336 -0.28556 2.37972
H -0.66283 -0.05068 4.06957
H -2.70655 0.91195 3.64201
C 4.58586 1.80754 -6.09028
O 3.43171 2.42202 -5.51748
H 4.31469 1.42231 -7.06918
H 5.38810 2.54049 -6.20314
H 4.92648 0.98031 -5.46182
H 3.68086 2.75942 -4.65267
*
```

## Properties
Total energy (hartree): -4956.4199

Atomic partial charges in e from the Mulliken method, atoms 1 to 8: atom 1 (C): -1.356, atom 2 (C): 0.488, atom 3 (C): -0.537, atom 4 (C): -0.664, atom 5 (C): -0.120, atom 6 (C): -0.798, atom 7 (C): -1.287, atom 8 (C): -0.810

Record 2
Density functional theory data (ωB97M-V/def2-TZVPD) for a 11-piece molecular cluster, C25H44N10O3P overall.

```
! wB97M-V def2-TZVPD RIJCOSX def2/J DEFGRID3
* xyz 1 1
C -0.69724 2.87871 -3.81585
C 0.41952 1.89668 -4.14259
O 1.67602 2.21501 -3.53570
C 2.01271 1.49049 -2.38167
C 1.17500 1.90187 -1.15274
P 1.68285 1.12330 0.38091
C 0.43356 -0.09091 0.90464
O -0.50244 0.39336 1.84609
O -0.93436 1.70590 1.44390
H -1.66847 2.42944 -4.03191
H -0.60341 3.80920 -4.38025
H -0.68710 3.15113 -2.76010
H 0.59949 1.87205 -5.22079
H 0.12314 0.87569 -3.86339
H 1.91135 0.40908 -2.56884
H 3.06412 1.70551 -2.17315
H 0.12658 1.61309 -1.28269
H 1.22598 2.98615 -1.01998
H 2.90356 0.46920 0.29699
H 1.80442 2.06092 1.39570
H 0.93384 -0.94549 1.36197
H -0.05917 -0.44838 -0.00707
H -0.61042 2.25201 2.17894
C -3.80563 -0.68759 -0.47611
C -2.74846 -0.17495 -1.33419
N -1.94059 0.27342 -2.01813
H -3.76372 -0.19065 0.48687
H -4.77539 -0.49869 -0.93380
H -3.68781 -1.76102 -0.33603
C 2.01612 -4.48985 2.47789
C 1.89021 -3.54769 1.37760
N 1.77829 -2.81770 0.49694
H 1.40204 -4.16663 3.31759
H 1.69189 -5.47241 2.14467
H 3.05891 -4.55659 2.78194
C 0.63208 -2.52687 -2.78915
C 1.35221 -2.79633 -4.02553
N 1.91948 -3.00645 -5.00177
H 0.20796 -1.52175 -2.81413
H -0.17270 -3.24887 -2.66176
H 1.30821 -2.60192 -1.93885
C -2.61251 -0.39001 4.28929
C -2.02661 -1.35141 5.21346
N -1.56477 -2.13471 5.91644
H -1.85232 -0.08305 3.57380
H -3.44280 -0.85896 3.76516
H -2.98619 0.47640 4.83321
C 4.30108 -0.74747 5.01209
C 3.81835 -0.45040 3.67167
N 3.44291 -0.20881 2.61319
H 3.55221 -0.45470 5.74561
H 4.49785 -1.81386 5.10505
H 5.22158 -0.19764 5.19896
C 1.57921 -8.34387 -0.41709
C 2.49665 -7.24756 -0.13484
N 3.21704 -6.37657 0.07304
H 2.05262 -9.05146 -1.09516
H 1.31826 -8.85856 0.50573
H 0.67443 -7.95827 -0.88299
C 6.37835 3.97369 -0.76016
C 4.96037 3.68216 -0.61211
N 3.83914 3.46598 -0.48698
H 6.63624 4.84628 -0.16307
H 6.96670 3.12168 -0.42518
H 6.60358 4.17620 -1.80557
C -5.18769 -3.04421 6.23550
C -5.29329 -2.58325 4.85764
N -5.35470 -2.21807 3.76940
H -5.85932 -2.46830 6.86955
H -5.46135 -4.09619 6.29215
H -4.16326 -2.92217 6.58387
C -2.42188 5.97457 -6.48474
C -3.12915 5.27697 -5.42029
N -3.68629 4.72670 -4.57969
H -2.65837 7.03631 -6.44875
H -1.34788 5.84510 -6.36348
H -2.72295 5.57468 -7.45114
C -3.39705 3.48843 -0.62308
C -3.46098 4.87024 -0.17027
N -3.47630 5.96208 0.18733
H -2.51907 2.99946 -0.20150
H -4.28542 2.94552 -0.30333
H -3.33910 3.45557 -1.70919
*
```

## Properties
Energy relative to the best compared isomer or geometry (same formula, charge and spin) (kcal/mol): 0.00

Atomic partial charges in e from the Mulliken method, atoms 1 to 8: atom 1 (C): -0.734, atom 2 (C): 0.073, atom 3 (O): -0.453, atom 4 (C): -0.711, atom 5 (C): 0.139, atom 6 (P): 0.217, atom 7 (C): 0.065, atom 8 (O): -0.291

Record 3
Density functional theory data (ωB97M-V/def2-TZVPD) for C3H5ErO4 as an isolated structure in a non-equilibrium geometry.

```
! wB97M-V def2-TZVPD RIJCOSX def2/J DEFGRID3
* xyz 1 5
O -0.02868 -1.03739 0.65105
C 0.80708 0.01501 0.43004
C -1.32095 -0.73922 0.12803
O 1.79297 0.14557 1.22428
O 0.04876 1.12393 0.16409
C -1.33768 0.78731 0.14554
Er 3.91992 -0.03024 -0.00641
H -2.07397 -1.19222 0.78081
H -1.41229 -1.14848 -0.88764
H -1.81620 1.18994 1.04837
H -1.78874 1.22607 -0.75046
O 1.82018 -0.41189 -1.10950
H 1.38961 0.07160 -1.81819
*
```

## Properties
<S²>: 6.002
Energy relative to the best compared isomer or geometry (same formula, charge and spin) (kcal/mol): 40.76

Atomic partial charges in e from the Mulliken method, atoms 1 to 8: atom 1 (O): -0.357, atom 2 (C): 1.543, atom 3 (C): -0.302, atom 4 (O): -0.797, atom 5 (O): -0.410, atom 6 (C): -0.271, atom 7 (Er): 0.887, atom 8 (H): 0.283

Record 4
Density functional theory data (ωB97M-V/def2-TZVPD) for the molecule C5H10O in a non-equilibrium geometry.

```
! wB97M-V def2-TZVPD RIJCOSX def2/J DEFGRID3
* xyz 0 1
C -0.75357 2.06936 -0.74859
O 0.42670 1.51420 -0.22150
C 0.34063 0.14352 -0.32632
C -0.76313 -0.70596 0.35075
C 0.31824 -1.61025 0.99051
C 1.42563 -0.70332 0.38081
H -1.55603 2.04960 0.00044
H -1.06200 1.47405 -1.62483
H -0.54116 3.09626 -1.04457
H 0.13991 -0.17751 -1.53264
H -1.60073 -0.32473 0.94702
H -1.12535 -1.11744 -0.57761
H 0.31046 -2.63142 0.59916
H 0.31672 -1.67528 2.08637
H 2.10029 -0.25135 1.12585
H 2.02340 -1.14972 -0.40484
*
```

## Properties
Energy relative to the best compared isomer or geometry (same formula, charge and spin) (kcal/mol): 54.75

Atomic partial charges in e from the Mulliken method, atoms 1 to 8: atom 1 (C): -0.691, atom 2 (O): -0.390, atom 3 (C): 0.085, atom 4 (C): -0.637, atom 5 (C): -0.351, atom 6 (C): -0.748, atom 7 (H): 0.246, atom 8 (H): 0.337